[1]
C19H39Br5Cl2F2N3Na2O12 as an isolated structure at a distorted geometry, computed with wB97M-V/def2-TZVPD.

Geometry as ORCA input:
```
! RIJCOSX wB97M-V def2-TZVPD def2/J DEFGRID3
* xyz -1 1
H -2.0041 -4.8705 3.6654
H 3.3562 5.8719 -1.4916
H 1.8869 8.6283 0.5759
C -2.7618 2.3452 -1.0441
H 3.9574 6.7069 -0.0445
H -3.4160 0.5278 -0.1139
C 3.7988 5.7280 -0.5040
C 3.1812 4.9685 1.6674
H -0.9424 -4.4656 -4.4712
O -1.2135 -3.8317 2.1272
H 1.3345 6.9726 0.2503
N -0.5118 -3.9662 1.1185
C -2.1498 -0.0232 4.2022
H -3.8755 -6.4468 6.2380
C -1.9361 2.0923 2.8356
H -0.4424 0.5854 -0.7422
N -2.5757 -5.3339 4.3610
C -2.3883 2.0866 -2.4964
N -3.0094 -6.0340 6.5225
O 2.4521 7.2772 1.9782
H -2.7739 2.5775 3.3398
O -0.9883 0.0217 2.0762
F 1.7601 1.3406 -2.9512
Cl 1.3895 -4.5766 -4.2529
Na 1.4612 -2.3713 -1.8336
H -2.9984 0.3749 4.7619
H -4.4289 1.9579 0.2592
O -1.1098 -4.8919 6.0462
Br 2.4480 -10.1759 -8.5629
Br 2.3875 -8.8711 -5.6655
O 0.0433 -2.9512 0.6136
H 4.0182 5.1623 6.3659
C 3.2270 3.8798 5.2889
H -2.2436 -1.1074 4.1410
H -0.1480 -6.4986 -5.7197
Br -3.7859 2.4617 -3.7738
C -0.2686 -5.5237 -6.1912
H -1.2350 0.1950 4.7584
H -3.4391 -5.7444 4.0650
H 1.1931 1.8954 0.2491
C 1.5220 0.8927 -1.6510
C 1.4777 -9.1238 -7.2726
Na -0.6176 -8.1796 -8.5171
H 2.5412 2.5679 -0.7232
O 2.5321 3.6809 6.3054
H 0.8802 2.8348 -1.2034
O 3.2076 3.3515 4.1698
H 1.2147 5.6247 2.2349
H 2.4792 5.8580 3.4513
O -2.6546 -0.2931 -2.7387
O -0.3556 -5.0756 0.5822
H -0.1723 0.2282 2.5458
C 1.5587 2.1065 -0.7534
H 2.2939 0.1644 -1.3835
O 4.2019 4.9161 5.4501
H -2.7322 -6.0863 7.4828
Cl 0.9186 -5.4071 -7.5261
H 4.7691 5.2294 -0.6252
C -3.8689 1.4368 -0.5073
H -1.8905 2.4482 1.8079
H 3.0176 3.9697 2.0643
C -0.1169 -4.4162 -5.1798
H -2.9776 0.3111 2.2507
C -2.0773 0.5792 2.8088
H -4.5389 1.1315 -1.3077
H -1.8723 2.2443 -0.4257
Br -3.3225 4.2076 -0.8056
C 2.2591 5.9170 2.3855
O -0.5625 0.5247 -2.8460
H -1.0124 2.3929 3.3353
F 3.1404 -6.3674 -5.8037
H -0.1269 -3.4409 -5.6598
H 0.2168 -0.8344 -1.5338
C 0.1059 0.2487 -1.6192
H 0.5467 7.9443 1.5216
Br -0.3384 -9.8765 -6.9757
H -1.2625 -5.4548 -6.6355
C -1.9127 0.6524 -2.6894
H 1.3531 -8.1317 -7.7140
O 2.9183 4.9305 0.2534
C -2.1530 -5.3794 5.6548
H -1.5661 2.7510 -2.7455
C 1.5038 7.7156 1.0351
H 4.2246 5.2332 1.8541
*
```

Output
Kohn-Sham gap = 3.7 eV
lowest unoccupied orbital energy = -1.0 eV
F_max = 0.0561 hartree/bohr

---

[2]
A 2-piece molecular cluster, CH3N3S2 overall at a distorted geometry, computed with wB97M-V/def2-TZVPD.

Geometry as ORCA input:
```
! RIJCOSX wB97M-V def2-TZVPD def2/J DEFGRID3
* xyz 0 1
N 3.3730 -0.7280 0.2097
N 2.3816 -1.2205 0.3732
H -0.0327 -0.4733 1.6656
C -0.5982 0.2419 0.8853
N 1.5264 0.9029 -0.5733
H 1.8977 1.4045 -1.4021
S 4.6381 0.1166 0.0254
S -0.0334 1.1833 -0.3761
H -1.6599 0.5411 0.9208
*
```

Output
Kohn-Sham gap (alpha / beta) = 8.5 / 8.4 eV
lowest unoccupied orbital energy (alpha / beta) = -0.2 / -0.2 eV
energy relative to the best compared isomer or geometry (same formula, charge and spin) = 40.8 kcal/mol
F_max = 0.0673 hartree/bohr

---

[3]
C9H27O12P3 as an isolated structure at a distorted geometry, computed with wB97M-V/def2-TZVPD.

Geometry as ORCA input:
```
! RIJCOSX wB97M-V def2-TZVPD def2/J DEFGRID3
* xyz 0 1
C -3.4313 -4.7034 -0.9605
H -5.6284 -3.9979 1.7576
P 3.3094 0.5178 0.8385
O 1.3736 3.8472 -2.0724
C -4.9941 -4.2473 2.6082
H 2.0373 3.2109 -0.4477
O -3.6889 -3.7413 2.4283
H -1.2992 -1.7661 -0.2783
O -4.1390 -2.1557 0.3817
H -0.6899 3.5581 1.8771
H 0.0953 -0.4579 -0.1183
C -0.8791 -1.8179 0.7261
H 0.6592 0.5787 -1.2752
O -0.1052 3.1178 -0.0268
H 2.4547 5.2206 -2.8996
H -0.7220 4.8509 0.7654
P -0.2027 3.6280 -1.5921
H 0.7707 0.6849 -2.9361
H 2.2260 2.8771 1.3023
H 3.5635 -2.0305 1.2247
H 0.8187 -1.7411 0.7605
H 4.4544 -2.3770 -0.0862
C 4.5316 -1.7556 0.8060
H -0.6561 0.1446 -2.1867
H 5.0528 -2.1613 1.6732
O -2.7259 -4.2899 0.1831
H 0.0418 -2.3971 0.6588
O 3.3928 1.7423 -0.1458
O -0.6340 2.1983 -2.2376
H 2.1013 3.7258 -3.8560
C 2.7086 2.8378 0.3258
H 0.8791 5.1139 -3.6669
H 3.3988 3.6710 0.4579
C 0.0855 0.9413 -2.1281
H -0.5311 -0.8879 1.1759
P -3.1818 -3.0490 1.0855
H 0.6888 0.0151 1.3708
C 1.6885 4.5231 -3.2380
O 2.2261 -0.3474 0.0378
O 3.0584 0.8043 2.2815
O -1.1006 4.8000 -1.7628
H -4.3492 -4.1476 -1.1521
C -0.1383 3.9698 1.0320
H -2.9503 -4.5190 -1.9210
H 0.8152 4.3751 1.3707
O -1.7489 -2.3789 1.6327
O 4.6515 -0.3740 0.5733
C 0.9210 -0.6747 0.5594
H -4.9406 -5.3260 2.4611
H -5.5363 -3.8657 3.4734
H -3.7320 -5.7444 -0.8415
*
```

Output
Kohn-Sham gap = 10.6 eV
lowest unoccupied orbital energy = 0.4 eV
energy relative to the best compared isomer or geometry (same formula, charge and spin) = 164.6 kcal/mol
F_max = 0.0958 hartree/bohr

---

[4]
A 8-piece molecular cluster, C20H38Cl6O6 overall at a distorted geometry, computed with wB97M-V/def2-TZVPD.

Geometry as ORCA input:
```
! RIJCOSX wB97M-V def2-TZVPD def2/J DEFGRID3
* xyz 0 1
C 4.3901 -2.5772 -0.3467
H 4.4396 0.1475 1.8261
C -5.5973 0.4158 1.9767
H -7.1825 2.0155 0.4175
H -1.6217 1.5057 5.7895
H 2.8351 -1.1877 -0.7728
O -3.3298 2.1679 4.0519
H 4.3162 1.6636 0.9013
C 3.5929 -1.7525 -1.2546
Cl 4.2419 2.2525 -4.5975
O 1.2306 0.6590 -6.2907
C 1.0877 -1.0153 -4.4993
H -5.2481 1.2056 2.5965
C -2.2910 2.7342 4.1937
Cl 2.1130 4.4193 -4.1809
H 0.5670 -5.3027 0.4496
H -0.0781 -0.7707 -7.8536
C -0.8556 -3.7626 0.3253
H 0.4535 -0.4541 -3.8183
H 3.7896 -4.4991 0.1229
C -0.0841 -1.2735 -6.8698
H -1.7487 -3.5191 2.1254
C 3.1494 1.7039 2.7279
H 2.5972 -3.3073 0.8879
Cl -1.3976 0.0006 -1.7102
H -0.7121 -5.3936 -0.8488
H 3.0654 -2.4314 -1.9187
H -2.5298 1.0865 -0.1326
H 4.5308 3.1591 3.6842
H 0.8285 -2.0251 -4.3407
H -0.4526 1.9290 4.5242
C -1.9968 3.9869 3.4289
Cl -1.7610 2.9507 -1.3986
C -5.4392 0.7658 0.5207
H -1.1572 -1.2411 -6.5213
O 1.9576 1.9974 2.8097
O -0.1091 -2.9242 -0.1798
C 3.7319 0.9920 1.5009
H -0.7439 3.1608 5.7583
H -2.1531 4.7784 4.0978
H -6.7176 0.2204 2.2398
C -0.4959 -5.2227 0.2187
C -2.0484 -3.3421 1.1009
H -5.6517 2.9424 0.6538
H 2.9460 0.6265 0.9338
C -1.2330 2.3099 5.1881
H 2.1032 -0.8070 -4.1190
H -2.6892 4.0178 2.6174
C 4.1845 2.0777 3.7993
C -6.1128 2.0978 0.1542
H -2.8836 -3.9808 0.9720
O 5.6074 -2.6345 -0.2992
H 4.3974 -3.6246 1.4890
Cl 1.9368 1.9329 -2.7556
O -4.8846 0.0172 -0.3056
H 3.7206 2.0106 4.7707
C 3.6968 -3.5750 0.6711
H 5.0585 1.3468 3.7707
H -0.9598 4.0531 3.0047
H 1.9880 2.1452 -5.0596
H -1.1725 -5.8928 0.6464
C 0.8189 -0.4476 -5.8936
H -5.9145 2.3259 -0.8577
H 4.2408 -1.0303 -1.8874
H 0.1689 -2.3499 -6.9221
H -2.3209 -2.3013 0.8662
H -4.9439 -0.5021 2.0690
Cl -0.2529 1.3485 0.5611
C 2.5519 2.6163 -4.2465
C -1.5666 1.3612 -0.5626
*
```

Output
Kohn-Sham gap = 10.0 eV
lowest unoccupied orbital energy = 0.5 eV
SMILES = ClC(Cl)Cl.ClC(Cl)Cl.CC(C)=O.CC(C)=O.CC(C)=O.CC(C)=O.CC(C)=O.CC(C)=O
energy relative to the best compared isomer or geometry (same formula, charge and spin) = 15.6 kcal/mol
F_max = 0.0613 hartree/bohr

---

[5]
C4H7IrO4 as an isolated structure at a distorted geometry, computed with wB97M-V/def2-TZVPD.

Geometry as ORCA input:
```
! RIJCOSX wB97M-V def2-TZVPD def2/J DEFGRID3
* xyz 2 5
H -2.3097 -0.9883 0.0814
H 0.5957 -0.8366 -1.2797
H -1.8042 0.1372 -1.3941
H -1.1644 0.4611 1.6025
C 1.8066 0.1293 0.7810
H -0.5219 -2.2481 -0.4781
C -1.7193 -0.1767 -0.3484
C 0.3152 -1.5381 -0.4876
Ir 2.8617 1.7399 -0.3926
O 3.0402 0.3760 0.9531
H -1.6079 2.4227 -0.3644
H 1.0381 -2.3265 -0.7467
C -1.2735 0.7769 0.5609
O 1.1614 1.0245 0.0604
O 1.2763 -1.0225 0.9233
O -1.6942 2.0693 0.5291
*
```

Output
expectation value of S² = 6.01
Kohn-Sham gap (alpha / beta) = 7.8 / 8.0 eV
lowest unoccupied orbital energy (alpha / beta) = -9.9 / -11.2 eV
energy relative to the best compared isomer or geometry (same formula, charge and spin) = 8.8 kcal/mol
F_max = 0.1362 hartree/bohr

---

[6]
C27H47N5PrSSi as an isolated structure, computed with wB97M-V/def2-TZVPD.

Geometry as ORCA input:
```
! RIJCOSX wB97M-V def2-TZVPD def2/J DEFGRID3
* xyz 3 3
C -4.1223 2.0476 -2.6370
H -0.4243 -4.5769 -0.2036
H 5.0133 -5.7495 -2.2201
H 1.5822 4.4035 1.1366
N -1.0100 -1.3389 -0.8124
C 3.3656 3.0620 -1.0059
N 2.0348 1.1424 2.0443
H 3.7933 -3.3090 0.2255
H 3.1741 2.7964 -2.0493
H 3.5940 0.6917 3.4126
H -1.1202 -1.1430 1.2730
C -6.2339 3.1535 -2.3136
C -6.0775 3.0374 -0.9428
C -2.6358 1.8397 4.0558
H -3.5214 -0.1081 4.1688
H 2.1305 -2.5689 -2.0725
H -2.7664 -2.9014 0.8141
Si -2.3931 1.1482 -0.5733
N 2.7362 -2.3393 -1.2893
H 3.9091 2.0453 2.3692
H 0.2544 -2.7163 -1.7450
H -2.0997 -5.0869 -0.1249
C 3.3740 -4.8157 -1.2722
C -5.2543 2.6552 -3.1622
Pr 0.9549 0.4358 -0.3502
H -2.7267 -3.3250 -1.7840
H 3.5759 -1.9150 -1.6726
H -0.9117 -1.9335 -2.8191
H -0.7253 2.8823 -0.9001
H 3.2225 -5.6949 -0.6469
H 0.1992 -2.1895 0.6732
N 2.0994 2.8845 -0.2629
H -1.4756 -3.5542 1.7929
H -6.8359 3.4190 -0.2738
H 1.6540 2.9508 3.1358
C 3.4732 1.0482 2.3867
H -1.7977 3.7650 3.6251
H 4.8868 2.5731 0.4877
H 3.9433 -0.9055 1.5830
S 4.0693 0.4716 -0.3101
C 1.5126 2.5305 2.1355
H 5.3549 2.2885 -1.1701
C -2.0980 2.8079 3.2206
C -0.8712 -1.9202 0.5388
C -2.3893 1.3410 1.2996
H 0.4303 2.4746 1.9733
C -1.9803 2.5569 1.8601
C 2.1328 3.4605 1.1053
H 5.0693 -4.1089 -2.3518
H 1.5215 0.6114 2.7465
C -0.8055 1.8420 -1.2388
H -5.3702 2.7431 -4.2337
C -0.7879 -2.3884 -1.8347
H 2.1237 -3.7962 0.0744
C 3.0148 -3.5421 -0.5059
H -4.8438 2.3461 0.6554
C 4.5186 2.2239 -0.4747
N 4.8212 -4.8747 -1.7183
H -1.4618 -4.3318 -2.4490
H 5.4653 -4.8429 -0.9212
H 3.6779 4.1124 -1.0025
H -1.6066 3.3476 1.2162
C -1.6806 -3.6119 -1.6595
C -1.7087 -3.1718 0.7992
H -3.3417 -0.5374 1.7706
H 3.1615 3.7150 1.3608
C -3.0703 0.6335 3.5246
H 5.3190 0.1808 1.7134
H -2.7433 2.0357 5.1136
C -2.9541 0.3958 2.1639
C -4.9431 2.4251 -0.4204
H 2.7751 -4.9315 -2.1763
H -0.8421 1.8783 -2.3367
C -3.9450 1.9190 -1.2567
H 1.3909 3.3843 -0.7960
H -3.3701 1.6781 -3.3268
C -2.3444 -0.6918 -1.0140
H -7.1126 3.6309 -2.7236
C 4.2578 0.1348 1.4655
H -2.5897 -0.7573 -2.0765
H -3.1344 -1.2537 -0.5111
C -1.4604 -4.2191 -0.2796
*
```

Output
expectation value of S² = 2.00
Kohn-Sham gap (alpha / beta) = 6.4 / 6.5 eV
lowest unoccupied orbital energy (alpha / beta) = -8.3 / -8.2 eV
energy relative to the best compared isomer or geometry (same formula, charge and spin) = 6.9 kcal/mol
F_max = 0.0166 hartree/bohr

---

[7]
A 2-piece molecular cluster, C6H9Cl4OP overall at a distorted geometry, computed with wB97M-V/def2-TZVPD.

Geometry as ORCA input:
```
! RIJCOSX wB97M-V def2-TZVPD def2/J DEFGRID3
* xyz 0 1
H 1.5046 -0.1087 -1.6400
O -3.5893 0.8794 1.4685
C -2.9809 -1.0967 -1.3250
H -0.2517 0.6727 1.6450
H 1.7722 -1.1823 0.4764
C 0.3842 -0.1131 -1.7252
C 0.8703 -1.0538 1.2172
H 0.2059 -1.1678 -1.8271
C -3.5106 0.2096 -1.2942
H 0.3360 -2.0141 1.3839
Cl -6.0493 -0.0098 0.1194
H -3.4935 0.6876 -2.1349
C 0.1364 0.1701 0.7781
Cl -4.5954 2.7788 -0.3776
C -0.2659 0.4626 -0.4743
Cl -2.4304 -1.7162 0.2049
H 1.3369 -0.8042 2.1853
Cl -1.4145 1.6749 -0.7203
H 0.0019 0.3155 -2.6976
H -3.2880 -1.8141 -2.0917
P -4.2113 0.9200 0.1836
*
```

Output
Kohn-Sham gap = 8.1 eV
lowest unoccupied orbital energy = -0.4 eV
SMILES = O=P(Cl)(Cl)/C=C\Cl.C/C=C(\C)Cl
energy relative to the best compared isomer or geometry (same formula, charge and spin) = 24.8 kcal/mol
F_max = 0.1544 hartree/bohr

---

[8]
One molecule with the formula C4H4N2O4 at a distorted geometry, computed with wB97M-V/def2-TZVPD.

Geometry as ORCA input:
```
! RIJCOSX wB97M-V def2-TZVPD def2/J DEFGRID3
* xyz 0 1
H 0.0978 3.5465 0.3763
C -0.8537 3.1096 0.1431
N 0.0690 -1.4405 -0.5545
C 0.1674 0.8683 0.2377
H -1.6680 3.7683 0.1229
O 1.4030 -1.5621 -1.0856
H 1.5758 -3.5573 -0.9990
O -0.4601 -3.0888 0.9507
C -0.9638 1.7887 0.3155
C 0.2645 -2.5044 0.2312
O 1.2699 0.7812 0.6375
H -1.9198 1.2632 0.3924
N 1.5459 -2.8079 -0.3370
O -0.5281 -0.1647 -0.4314
*
```

Output
Kohn-Sham gap = 9.6 eV
lowest unoccupied orbital energy = -0.1 eV
SMILES = C=CC(=O)On1o[nH]c1=O
energy relative to the best compared isomer or geometry (same formula, charge and spin) = 70.0 kcal/mol
F_max = 0.0702 hartree/bohr

---

[9]
A 2-piece molecular cluster, C2H2BrO3P overall at a distorted geometry, computed with wB97M-V/def2-TZVPD.

Geometry as ORCA input:
```
! RIJCOSX wB97M-V def2-TZVPD def2/J DEFGRID3
* xyz -2 1
O -0.9268 -1.5926 1.2822
O -2.6160 -0.3547 -0.1104
H 1.4884 -0.5472 0.2648
C 1.4274 0.4720 0.0340
O -0.8623 -1.7957 -1.2656
Br 0.0588 3.0285 -0.0617
H 2.5386 0.8294 -0.2078
C 0.2267 1.0118 0.0909
P -1.3347 -1.0516 -0.0263
*
```

Output
Kohn-Sham gap = 5.8 eV
lowest unoccupied orbital energy = 5.7 eV
energy relative to the best compared isomer or geometry (same formula, charge and spin) = 13.1 kcal/mol
F_max = 0.0721 hartree/bohr

---

[10]
A 3-piece molecular cluster, C10H25N4O4 overall at a distorted geometry, computed with wB97M-V/def2-TZVPD.

Geometry as ORCA input:
```
! RIJCOSX wB97M-V def2-TZVPD def2/J DEFGRID3
* xyz -1 1
C -1.5663 -3.2553 -6.4655
H -0.0971 -0.8802 -0.3092
C 0.3319 2.1287 4.2569
H -2.0142 -4.2368 -6.3080
C 0.4806 1.0655 -0.4884
H -1.2297 0.7764 3.7493
H -1.4854 -1.3386 -5.4390
C 0.8717 -2.1948 -4.4697
H -1.7206 1.9205 5.0176
O 0.9392 1.9453 5.4571
O 0.0183 -3.0589 -2.4521
N -0.4138 1.2749 0.6874
H -2.9754 -2.2281 -5.2153
H 0.1387 1.2417 1.5381
H 1.3993 -3.0344 -4.9219
C -1.1368 1.8013 4.1066
O -1.4816 -2.8888 -4.0572
H -1.5541 2.4627 3.3531
H -0.8158 2.2041 0.6672
H 2.1276 0.7049 0.8797
H 0.8719 2.0178 7.4570
H 0.8432 -0.3705 6.7922
H -0.5781 0.0207 7.7770
N 0.2778 -0.2614 -1.0079
C 0.2169 1.6798 6.6547
H -0.2940 -0.2624 -1.8373
H -0.7239 -0.1684 6.0245
O 0.9908 2.4800 3.3247
C 1.9493 1.2696 -0.0556
C -1.8952 -2.3402 -5.3030
H 0.5222 -1.5269 -5.2547
H 2.0196 2.3472 0.2107
H -1.9504 -2.8407 -7.3990
C -0.0821 0.2039 6.8224
H -0.4910 -3.3983 -6.5697
N 0.1380 2.0384 -1.5026
H -0.6856 2.2914 6.7063
N 2.8651 0.9335 -1.1164
H 0.1445 2.9542 -1.0709
H 0.9212 2.0586 -2.1545
H 1.5657 -1.6387 -3.8406
H 3.7754 0.8367 -0.6703
C -0.2180 -2.7341 -3.5737
*
```

Output
Kohn-Sham gap = 3.3 eV
lowest unoccupied orbital energy = 2.5 eV
F_max = 0.0225 hartree/bohr

---

[11]
C7H8AlF9O10S3 as an isolated structure at a distorted geometry, computed with wB97M-V/def2-TZVPD.

Geometry as ORCA input:
```
! RIJCOSX wB97M-V def2-TZVPD def2/J DEFGRID3
* xyz 0 1
F 2.9678 -0.1387 -2.1858
C 3.1477 -2.8788 0.2243
O -1.5257 1.6104 -1.4323
H 0.5943 -3.3304 2.0961
S -2.2278 1.5340 -2.7003
C -3.2495 3.3765 4.6468
O -0.3231 -0.6772 -3.9089
S 0.6113 -1.1160 -2.8167
C 2.8237 -1.7244 1.1666
H 3.2887 -0.7672 0.9480
H 1.7536 -4.3638 -0.4699
F -3.4374 3.8985 5.8587
F -3.3531 3.9645 -2.7638
H 3.1317 -2.0561 2.1655
S -1.8194 2.1387 4.8225
F 2.7091 -0.5694 -4.3228
O 1.3867 -1.6487 1.1602
O 0.8788 -2.5112 -2.8532
F -2.9625 4.3559 3.8146
H 0.0791 -2.9723 0.4074
C 2.0109 -3.8634 0.4631
O 0.1782 -0.6240 -1.5146
O -0.6576 2.7453 5.4837
H 2.2713 -4.7042 1.1106
H 3.0437 -2.5247 -0.8035
Al -0.3888 0.6603 1.0159
F 1.7228 1.1093 -3.4043
C -2.4289 3.2915 -3.3998
F -4.3479 2.7511 4.2664
O -1.5961 0.7233 -3.7569
H 4.1298 -3.3359 0.3266
C 2.1496 -0.1473 -3.2234
F -1.2371 3.8551 -3.2882
O -3.5457 0.9369 -2.5393
F -2.7492 3.2074 -4.6836
O -1.5128 1.7563 3.4467
O -2.4333 1.0407 5.5351
C 0.9171 -3.0018 1.1084
*
```

Output
Kohn-Sham gap = 1.7 eV
lowest unoccupied orbital energy = -7.1 eV
energy relative to the best compared isomer or geometry (same formula, charge and spin) = 16.6 kcal/mol
F_max = 0.0964 hartree/bohr

---

Q: Among the records above, which one has the highest F_max?
A: C6H9Cl4OP

---

Q: What is the F_max in the sixth record?
A: 0.0166 hartree/bohr